No. 1
Computed, not measured: C21H31BiNOP2 as an isolated structure in a non-equilibrium geometry, with ωB97M-V with the def2-TZVPD basis set.

Values from the calculation:
Lowest unoccupied orbital energy (spin up / spin down)   -4.72 / -4.72 eV
Charge   +1
DFT total energy   -1845.77581 a.u.
HOMO energy (spin up / spin down)   -10.219 / -10.219 eV
Orbital gap (spin up / spin down)   5.49 / 5.50 eV

```
57
Properties=species:S:1:pos:R:3:forces:R:3
C -1.780 3.044 -2.815 0.01 -1.13 0.67
C -1.447 1.731 -2.485 -0.58 0.26 -0.89
C -0.146 1.259 -2.862 1.28 -0.30 -0.27
C 0.912 2.221 -3.071 -0.48 -0.20 0.21
C 0.564 3.592 -3.166 -1.07 0.57 -0.07
C -0.773 3.983 -3.112 1.40 0.05 -0.63
C 2.228 1.754 -3.088 -0.02 -0.13 0.30
C 2.495 0.413 -2.779 -0.36 -0.17 0.12
C 1.371 -0.478 -2.605 0.07 1.17 -0.47
C 1.589 -1.758 -1.992 0.25 -0.67 -0.77
C 2.882 -2.267 -1.976 -1.13 0.16 0.38
C 3.987 -1.431 -2.231 0.45 1.26 -0.75
C 3.802 -0.092 -2.568 0.35 -1.18 0.25
H -2.828 3.352 -2.791 0.34 0.04 0.38
H 1.367 4.313 -3.292 -0.21 0.04 -0.05
H -1.051 5.022 -3.300 0.15 -0.30 0.12
H 3.052 2.462 -3.211 -0.21 -0.24 -0.13
H 3.037 -3.321 -1.723 0.01 0.43 0.23
H 4.994 -1.845 -2.167 -0.29 0.19 0.05
H 4.638 0.592 -2.685 0.01 -0.22 0.00
N 0.126 -0.063 -2.916 -0.44 0.10 2.66
Bi 0.678 0.977 1.951 -2.26 -2.52 0.79
C -2.337 0.819 -1.666 0.74 -0.08 -0.33
H -2.172 -0.237 -1.940 -0.18 0.40 -0.01
H -3.392 1.089 -1.766 0.06 -0.08 0.13
C 0.413 -2.447 -1.336 0.10 0.61 -0.28
H -0.524 -2.210 -1.866 0.38 -0.20 0.09
H 0.561 -3.528 -1.264 -0.09 0.09 0.03
P -1.846 0.983 0.155 -0.82 0.93 -0.93
P 0.215 -1.758 0.407 0.73 -1.07 -0.47
C 1.508 -2.752 1.256 0.11 0.15 0.13
H 1.434 -2.596 2.344 0.06 -0.12 -0.27
H 1.378 -3.821 1.027 0.09 0.32 0.13
H 2.501 -2.418 0.929 -0.20 -0.13 0.10
C -1.261 -2.727 0.911 -0.24 0.16 0.22
H -0.980 -3.779 1.058 -0.11 0.26 -0.07
H -1.667 -2.326 1.849 0.00 -0.21 -0.24
H -2.030 -2.666 0.132 0.15 -0.04 0.24
C -2.503 2.664 0.473 0.13 0.15 0.13
H -3.551 2.706 0.143 0.25 0.11 0.13
H -2.450 2.880 1.550 -0.07 0.00 -0.26
H -1.916 3.413 -0.070 -0.12 -0.11 0.14
C -3.223 0.031 0.904 0.20 -0.29 0.34
H -3.007 -0.128 1.970 -0.20 -0.01 -0.22
H -4.152 0.608 0.800 0.23 -0.20 0.02
H -3.339 -0.939 0.407 -0.01 0.25 0.18
H 0.788 2.649 1.648 1.03 1.34 -0.98
H 2.198 0.034 2.063 0.76 0.65 -0.67
C 0.802 -1.037 5.223 0.14 -0.07 -0.06
C -0.655 -1.024 4.801 -0.49 0.45 0.06
O -1.033 0.233 4.183 0.30 -0.09 0.67
H 1.486 -1.031 4.356 -0.23 -0.01 0.25
H 1.008 -1.938 5.811 0.05 0.16 -0.10
H 1.041 -0.164 5.850 -0.10 -0.26 -0.11
H -0.893 -1.803 4.069 0.14 0.13 0.09
H -1.330 -1.157 5.654 0.26 -0.23 -0.01
H -0.769 0.920 4.819 -0.35 -0.17 -0.19
```
Positions in Å, forces in eV/Å.

These are the natural (NBO) partial charges, in e, on atoms 1 to 2: -0.179 -0.066

No. 2
Computed, not measured: C21H31Br2Cl3GeNO4PdSi as an isolated structure in a non-equilibrium geometry, with ωB97M-V with the def2-TZVPD basis set.

Values from the calculation:
<S²>   8.795
Lowest unoccupied orbital energy (spin up / spin down)   -7.54 / -11.79 eV
ΔE to the lowest compared entry with this formula, charge and spin   208.5 kJ/mol
Charge   +2
2S+1   6
DFT total energy   -10196.80681 a.u.
HOMO energy (spin up / spin down)   -12.857 / -14.964 eV
Orbital gap (spin up / spin down)   5.31 / 3.17 eV

```
65
Properties=species:S:1:pos:R:3:forces:R:3
Pd 0.673 0.271 -1.129 0.41 -0.70 0.02
C -1.316 -3.555 -2.377 0.18 -0.44 -1.59
C -1.396 -2.010 -2.386 0.71 -0.45 1.86
C -1.067 -1.245 -3.639 0.58 -2.75 -0.52
C -2.784 -1.615 -1.857 0.02 0.50 0.85
O -0.329 -1.610 -1.377 -0.81 -1.70 -0.20
Ge 0.306 -2.877 -0.016 -1.62 4.11 0.39
O -1.136 -2.742 1.112 0.98 -1.42 -1.50
C -1.599 -1.837 2.137 0.54 0.10 -0.06
C -1.373 -0.410 1.564 0.29 -0.82 2.22
C -0.854 -2.190 3.412 -0.42 -0.35 -0.15
C -3.077 -2.160 2.262 -0.47 -0.14 -2.21
O 1.285 -1.229 0.339 -0.10 -1.62 0.09
C 2.315 -1.022 1.287 1.74 -1.19 -0.15
C 1.850 -0.091 2.372 -0.29 -0.90 2.26
C 3.559 -0.536 0.498 -0.96 -0.67 0.75
C 2.708 -2.358 1.952 0.94 -0.61 1.01
H -2.098 -3.966 -3.054 0.66 0.15 0.19
H -0.314 -3.993 -2.674 -1.04 0.75 0.06
H -1.589 -4.000 -1.417 -0.07 0.36 0.37
H -1.706 -1.650 -4.431 0.15 0.24 -0.12
H -1.321 -0.250 -3.463 -0.08 1.79 -0.01
H -0.009 -1.409 -3.913 -0.51 0.32 -0.02
H -3.543 -2.113 -2.497 0.30 0.53 0.43
H -2.860 -2.022 -0.816 -0.22 0.34 -0.86
H -2.951 -0.479 -1.813 0.29 -1.68 -0.23
H -0.308 -0.153 1.604 -0.67 -0.11 -0.64
H -1.845 -0.448 0.622 -0.14 0.39 -1.36
H -1.879 0.306 2.193 -0.37 0.35 0.27
H 0.198 -2.040 3.264 0.38 -0.13 0.18
H -1.191 -1.613 4.251 -0.13 0.55 0.42
H -1.029 -3.236 3.684 0.03 0.10 -0.25
H -3.578 -1.897 1.295 0.32 -0.07 0.71
H -3.291 -3.216 2.384 0.36 -0.20 0.26
H -3.579 -1.618 3.019 -0.28 0.68 0.99
H 1.620 0.898 2.020 -0.19 0.48 -0.02
H 0.961 -0.506 2.994 1.63 0.89 -1.37
H 2.673 -0.071 3.117 -0.39 0.49 -0.43
H 3.250 0.208 -0.200 -0.02 0.76 -0.49
H 4.257 -0.139 1.201 0.80 0.34 0.31
H 4.011 -1.346 -0.074 -0.05 0.00 0.12
H 1.784 -2.854 2.242 -0.01 -0.25 0.35
H 3.263 -3.037 1.282 -0.33 0.35 -0.09
H 3.392 -2.313 2.893 -1.34 0.38 -1.58
Br -3.928 3.026 -2.086 1.48 0.04 0.36
C -2.251 3.525 -1.402 -1.61 -2.57 -1.53
C -2.206 4.764 -0.829 -0.94 2.45 0.72
C -1.052 5.277 -0.273 1.29 0.68 0.65
Br -1.336 6.900 0.586 0.51 0.02 -0.03
C 0.183 4.539 -0.216 -1.35 1.12 0.34
C 1.363 4.980 0.443 -0.21 -0.20 -0.11
C 2.243 4.017 0.810 0.95 0.18 -0.53
C 2.100 2.694 0.340 -1.75 1.41 -0.37
N 1.041 2.288 -0.371 0.27 0.83 0.53
C 0.088 3.207 -0.630 -0.10 -1.29 -0.54
C -1.120 2.677 -1.331 1.02 -3.66 0.08
O -1.102 1.421 -1.652 -0.92 3.76 -0.02
H -3.117 5.385 -0.756 0.54 -0.48 -0.21
H 1.554 6.027 0.613 -0.18 0.14 0.27
H 3.185 4.244 1.301 -0.25 0.14 0.11
H 2.874 2.044 0.581 0.94 -1.43 0.07
Cl 3.833 2.205 -2.302 -0.38 -0.65 0.19
Si 2.488 0.595 -2.706 0.33 0.19 -1.41
Cl 1.513 1.328 -4.404 -0.19 0.11 0.33
Cl 3.565 -0.970 -3.585 -0.26 0.45 0.81
```
Positions in Å, forces in eV/Å.

These are the natural (NBO) partial charges, in e, on atoms 1 to 2: 0.941 -0.668

No. 3
Computed, not measured: a 3-piece molecular cluster, C21H31ClNO9P overall in a non-equilibrium geometry, with ωB97M-V with the def2-TZVPD basis set.

Values from the calculation:
Lowest unoccupied orbital energy   -1.28 eV
Structure (SMILES)   C=Cc1c(P(O)Cl)ccc2c1C(=O)N(CCC(=O)O)C2=O.COCCOC.COCCOC
DFT total energy   -2352.00638 a.u.
HOMO energy   -8.441 eV
Orbital gap   7.16 eV

```
64
Properties=species:S:1:pos:R:3:forces:R:3
C -0.102 1.684 -0.554 -0.10 -0.80 0.42
C -0.869 0.598 -0.074 0.40 0.73 -0.45
C -1.220 -0.539 -1.047 0.96 -2.13 -0.20
C -0.385 -1.742 -1.283 -1.83 -0.83 -1.55
P 1.024 -2.045 -0.081 1.23 0.87 -0.28
O 1.889 -3.393 -0.617 -2.13 0.51 0.91
Cl 0.114 -2.748 1.717 -0.03 -0.01 -1.14
C -0.679 -2.669 -2.396 -1.45 1.26 0.90
C -1.966 -2.619 -3.109 0.65 1.96 1.33
C -2.820 -1.500 -2.798 1.56 0.30 0.88
C -2.436 -0.459 -1.811 0.81 -1.18 -1.21
C -3.628 0.553 -1.824 1.61 -2.07 1.29
O -3.615 1.722 -1.610 -0.50 -0.25 -0.10
N -4.744 -0.337 -2.120 -0.82 1.56 -0.94
C -5.199 -1.217 -1.032 -1.18 -0.40 0.63
C -5.324 -0.514 0.369 0.17 -1.06 0.77
C -5.374 -1.688 1.432 0.31 -0.07 0.15
O -6.316 -2.404 1.588 0.03 0.40 -0.12
O -4.225 -1.915 2.202 -0.62 0.98 -1.84
C -4.238 -1.066 -3.293 1.11 -0.76 1.56
O -4.809 -1.198 -4.323 0.22 -0.27 0.19
H -0.563 2.684 -0.770 0.91 -0.37 2.00
H 1.009 1.535 -0.657 -1.30 -0.16 -1.98
H -1.223 0.652 0.987 -1.54 0.36 -1.50
H 1.425 -4.157 -0.213 0.53 -0.02 -0.50
H 0.089 -3.420 -2.679 -0.80 0.38 0.48
H -2.307 -3.397 -3.820 0.56 0.69 0.44
H -4.600 -2.157 -0.895 -0.01 0.80 -0.37
H -6.236 -1.555 -1.311 1.05 0.23 0.28
H -4.451 0.118 0.662 -0.76 -0.13 -0.62
H -6.298 0.026 0.460 1.03 -0.20 -0.11
H -3.525 -1.438 1.713 -0.02 -0.27 0.71
C 8.316 -4.393 0.446 0.03 0.11 -0.04
O 7.565 -3.585 -0.445 -0.03 -0.26 0.16
C 6.560 -4.321 -1.134 -0.04 0.49 -0.04
C 5.184 -4.063 -0.545 0.03 -0.53 -0.03
O 5.070 -4.610 0.765 0.11 0.27 0.02
C 5.167 -3.619 1.776 -0.07 -0.12 0.04
H 8.937 -3.738 1.057 -0.03 0.05 -0.10
H 7.668 -4.975 1.106 0.01 -0.03 -0.04
H 8.969 -5.067 -0.119 0.00 -0.08 0.08
H 6.789 -5.392 -1.133 -0.05 0.02 0.07
H 6.568 -3.976 -2.172 -0.04 -0.04 -0.01
H 4.436 -4.567 -1.165 0.01 0.07 -0.04
H 4.953 -2.993 -0.543 0.07 -0.02 0.01
H 4.263 -3.001 1.782 0.04 0.10 0.03
H 6.046 -2.985 1.637 -0.03 0.02 -0.03
H 5.251 -4.124 2.739 -0.04 -0.05 -0.08
C -2.245 4.638 0.827 0.03 -0.04 -0.08
O -1.122 5.326 0.298 -0.21 0.02 0.17
C -1.373 6.714 0.107 0.47 -0.10 -0.07
C -0.729 7.547 1.202 -0.49 0.19 0.03
O -1.360 7.327 2.459 0.22 -0.23 -0.06
C -0.599 6.484 3.308 -0.10 0.08 0.06
H -1.927 3.633 1.107 0.07 0.04 -0.07
H -2.645 5.136 1.713 0.00 0.03 -0.03
H -3.026 4.557 0.063 -0.08 -0.03 0.08
H -2.447 6.912 0.048 0.03 0.00 0.09
H -0.926 6.989 -0.853 -0.02 0.05 0.01
H -0.862 8.607 0.961 0.03 -0.01 -0.05
H 0.345 7.348 1.263 -0.04 -0.08 -0.03
H 0.288 7.015 3.667 0.07 -0.09 0.01
H -0.297 5.565 2.799 0.03 0.02 -0.02
H -1.218 6.220 4.166 -0.02 0.09 -0.06
```
Positions in Å, forces in eV/Å.

These are the natural (NBO) partial charges, in e, on atoms 1 to 2: -0.333 -0.265

No. 4
Computed, not measured: C21H31CrF5OP2 as an isolated structure in a non-equilibrium geometry, with ωB97M-V with the def2-TZVPD basis set.

Values from the calculation:
<S²>   6.102
Lowest unoccupied orbital energy (spin up / spin down)   -1.32 / -1.61 eV
ΔE to the lowest compared entry with this formula, charge and spin   636.2 kJ/mol
2S+1   5
DFT total energy   -3120.11578 a.u.
HOMO energy (spin up / spin down)   -4.693 / -4.804 eV
Orbital gap (spin up / spin down)   3.37 / 3.19 eV

```
61
Properties=species:S:1:pos:R:3:forces:R:3
P -0.174 -2.037 -1.307 1.86 2.19 -4.64
P 0.330 1.349 -2.464 -0.32 6.12 0.29
C -1.066 -1.169 -2.665 -0.36 -0.53 -0.14
C -0.274 -0.102 -3.425 0.52 -1.03 -1.00
H -1.995 -0.750 -2.251 0.30 -0.01 -0.02
H -1.375 -1.966 -3.364 -0.05 0.12 0.17
H 0.600 -0.539 -3.933 -0.15 -0.25 0.01
H -0.921 0.274 -4.228 0.13 -0.15 0.26
C -0.704 2.574 -3.603 -0.43 -0.30 0.00
H -0.507 3.616 -3.307 -0.23 -0.38 -0.21
H -1.780 2.361 -3.532 0.06 0.16 -0.17
H -0.384 2.439 -4.646 -0.19 0.11 0.12
C 1.777 2.210 -3.351 0.81 -0.66 -1.33
H 1.711 1.981 -4.419 0.31 0.16 -0.31
H 2.782 1.926 -3.018 -0.11 0.03 -0.10
H 1.683 3.292 -3.220 -0.18 -0.34 -0.08
C -1.475 -3.105 -0.674 -0.37 -0.27 1.55
H -1.030 -3.783 0.108 -0.13 -0.63 -0.63
H -1.935 -3.766 -1.421 0.28 0.41 0.04
H -2.271 -2.508 -0.164 -0.34 -0.26 -1.02
C 0.926 -3.197 -2.164 -0.20 -0.57 0.07
H 1.705 -2.671 -2.734 -0.33 0.01 0.29
H 0.328 -3.813 -2.851 0.24 0.13 0.14
H 1.401 -3.861 -1.428 0.01 0.15 -0.19
Cr -1.124 -2.493 1.391 0.44 0.95 3.63
C 0.327 2.751 -1.021 1.80 1.34 -0.75
C -0.828 1.864 -1.049 -1.13 -3.59 -1.08
C -1.071 0.822 -0.003 -0.55 0.45 1.04
C 0.126 -0.043 0.392 -0.24 -0.10 1.04
C 1.019 -0.624 -0.708 -0.53 -1.62 3.25
C 1.684 0.450 -1.518 -1.47 -1.07 -0.11
C 2.396 1.386 -0.535 0.04 -0.10 0.53
C 1.491 2.563 -0.093 -0.24 0.56 0.28
C 0.140 -3.747 2.397 -0.17 -0.56 -0.56
H 0.146 3.761 -1.395 0.10 -0.18 0.51
H -1.771 2.274 -1.426 0.34 0.00 0.29
H -1.925 0.195 -0.297 0.04 -0.14 -0.30
H -1.452 1.282 0.921 0.19 -0.04 0.33
H 0.702 0.437 1.183 0.12 0.10 -0.47
H -0.301 -0.881 0.981 0.66 0.92 -0.44
H 1.804 -1.233 -0.229 -0.24 -0.12 0.24
H 2.380 0.005 -2.233 -0.10 0.08 -0.08
H 3.305 1.769 -1.009 -0.20 -0.10 0.00
H 2.718 0.848 0.366 0.22 -0.13 -0.14
H 1.164 2.449 0.955 0.36 -0.07 -0.06
H 2.099 3.479 -0.114 -0.17 -0.19 0.07
H 1.091 -3.198 2.406 -0.18 -0.28 0.00
H 0.221 -4.722 1.898 0.29 0.02 0.37
H -0.247 -3.842 3.423 0.13 -0.02 -0.45
F -1.228 2.292 6.971 0.00 -0.23 -0.28
C -1.101 1.405 5.965 0.03 -0.02 0.06
C -0.042 1.533 5.060 -0.27 0.11 0.33
F 0.835 2.553 5.176 -0.49 -0.60 0.03
C 0.106 0.604 4.047 -0.46 -0.88 -0.23
F 1.199 0.687 3.242 -0.58 -0.03 0.34
C -0.833 -0.469 3.857 -0.15 1.39 1.58
O -0.729 -1.317 2.908 -0.30 -1.02 -1.26
C -1.885 -0.556 4.820 0.66 -0.11 -0.72
F -2.762 -1.582 4.708 0.26 0.37 0.01
C -2.009 0.343 5.853 0.12 0.52 0.42
F -2.997 0.200 6.766 0.52 0.17 -0.50
```
Positions in Å, forces in eV/Å.

These are the natural (NBO) partial charges, in e, on atoms 1 to 2: 1.459 1.594